Entry from the Open Molecules 2025 dataset: a cluster of 8 separate species, C24H53N5O8 in total (wB97M-V/def2-TZVPD).

```
90
Properties=species:S:1:pos:R:3:mulliken_charge:R:1
C -15.397 -7.796 18.939 -0.91
N -13.976 -8.170 18.974 -0.07
C -13.547 -9.265 19.542 0.82
C -12.062 -9.282 19.655 -0.84
O -14.269 -10.181 19.942 -0.86
H -15.801 -7.729 19.955 0.33
H -15.880 -8.558 18.326 0.16
H -15.504 -6.840 18.470 0.39
H -13.370 -7.493 18.539 0.29
H -11.682 -10.307 19.605 0.11
H -11.839 -8.855 20.630 0.42
H -11.593 -8.821 18.794 0.17
C -16.746 -9.579 15.477 -0.58
N -15.672 -9.645 14.515 -0.20
C -14.372 -9.386 14.882 0.57
C -13.355 -9.517 13.764 -0.65
O -14.045 -9.019 16.008 -0.50
H -16.443 -8.843 16.168 0.11
H -16.844 -10.538 15.929 0.20
H -17.656 -9.285 14.903 0.34
H -15.774 -9.967 13.568 0.21
H -12.557 -10.168 14.106 -0.07
H -12.947 -8.536 13.514 0.18
H -13.778 -9.877 12.820 0.47
C -14.686 -12.517 17.352 -0.82
N -14.386 -12.623 18.764 -0.06
C -13.666 -13.647 19.283 0.78
C -13.582 -13.563 20.775 -1.34
O -13.220 -14.591 18.666 -0.69
H -15.745 -12.580 17.212 0.43
H -14.169 -13.351 16.845 0.32
H -14.391 -11.510 16.945 0.01
H -14.546 -11.797 19.328 0.40
H -14.567 -13.653 21.176 0.40
H -13.243 -12.600 21.120 0.33
H -12.908 -14.329 21.121 0.32
C -9.237 -15.502 20.576 -0.72
N -9.689 -16.783 20.044 -0.11
C -8.790 -17.778 19.919 0.77
C -9.398 -19.084 19.528 -1.08
O -7.585 -17.588 20.145 -0.66
H -8.906 -15.546 21.643 0.27
H -10.087 -14.818 20.433 0.17
H -8.440 -15.124 19.957 0.23
H -10.650 -16.811 19.833 0.25
H -10.445 -19.156 19.743 0.37
H -8.981 -19.906 20.127 0.31
H -9.155 -19.291 18.477 0.22
C -10.436 -7.949 15.566 -0.67
N -9.927 -7.214 14.393 -0.10
C -9.553 -5.881 14.467 0.63
C -8.947 -5.334 13.201 -1.05
O -9.745 -5.169 15.455 -0.64
H -10.234 -9.025 15.419 -0.05
H -11.499 -7.842 15.686 0.31
H -9.908 -7.582 16.465 0.41
H -9.734 -7.795 13.589 0.28
H -9.140 -5.955 12.374 0.34
H -7.898 -5.115 13.380 0.26
H -9.357 -4.303 13.061 0.29
C -7.635 -15.949 16.884 -0.87
C -6.946 -14.791 16.315 0.69
C -6.488 -15.022 14.831 -1.24
O -6.840 -13.759 16.915 -0.52
H -7.791 -16.751 16.165 0.38
H -8.619 -15.659 17.244 0.17
H -7.114 -16.335 17.721 0.40
H -6.102 -14.125 14.330 0.31
H -7.396 -15.452 14.382 0.36
H -5.695 -15.798 14.826 0.36
C -7.297 -10.419 15.091 -0.75
C -7.316 -10.444 16.605 0.95
C -5.987 -10.492 17.326 -1.23
O -8.323 -10.314 17.267 -0.53
H -8.311 -10.451 14.710 0.04
H -6.773 -11.328 14.809 0.22
H -6.764 -9.537 14.724 0.37
H -5.730 -11.559 17.351 0.22
H -6.069 -10.142 18.365 0.31
H -5.168 -9.931 16.864 0.37
C -10.300 -13.554 16.097 -1.07
C -10.624 -12.072 15.931 0.50
C -11.360 -11.450 17.152 0.20
O -10.535 -11.548 14.834 -0.69
H -9.499 -13.616 16.841 0.05
H -9.960 -13.987 15.146 0.38
H -11.177 -14.092 16.454 0.42
H -11.998 -10.637 16.809 0.01
H -10.599 -11.238 17.889 0.33
H -11.947 -12.277 17.576 -0.33
```

spin multiplicity: 1
frontier orbital gap: 0.3559 Ha
structure (SMILES): CNC(C)=O.CNC(C)=O.CNC(C)=O.CNC(C)=O.CNC(C)=O.CC(C)=O.CC(C)=O.CC(C)=O
molar mass: 539.715 g mol⁻¹
ΔE to the lowest compared entry with this formula, charge and spin: 0.0 kcal per mole
electronic energy: -49580.029 eV

---

Entry from the Open Molecules 2025 dataset: a structure of composition C35H28Br2N5O2PW (wB97M-V/def2-TZVPD).

```
74
Properties=species:S:1:pos:R:3:mulliken_charge:R:1
W 0.382 0.165 -0.541 1.57
C -0.086 4.503 -2.749 -1.58
C -0.043 3.472 -1.621 0.71
C 0.055 4.141 -0.254 -1.30
C -1.246 2.537 -1.753 -0.15
C -2.596 3.227 -1.585 -0.55
O -3.268 2.437 -0.572 -0.45
C -2.468 1.499 -0.133 1.01
N -1.283 1.462 -0.695 0.37
C -3.090 0.644 0.907 -0.01
C -4.362 1.034 1.331 -0.93
C -5.060 0.294 2.272 -0.93
C -4.503 -0.860 2.793 -0.75
C -3.240 -1.262 2.382 -1.51
C -2.519 -0.520 1.456 1.43
P -0.843 -1.053 1.049 1.20
C -0.746 -2.821 1.355 0.41
C -0.966 -3.666 0.266 -0.59
C -0.938 -5.041 0.440 -0.78
C -0.682 -5.573 1.696 -0.64
C -0.463 -4.735 2.783 -0.77
C -0.500 -3.359 2.619 -0.05
C 0.297 -0.171 2.159 0.15
C -0.014 1.145 2.541 0.07
C 0.851 1.860 3.351 -0.78
C 2.034 1.275 3.787 -0.82
C 2.354 -0.030 3.416 -0.94
C 1.494 -0.750 2.610 -0.02
H 0.802 5.132 -2.719 0.45
H -0.952 5.163 -2.658 0.33
H -0.124 4.022 -3.727 0.37
H 0.849 2.859 -1.780 0.16
H -0.783 4.816 -0.070 0.32
H 0.961 4.747 -0.198 0.48
H 0.085 3.416 0.565 0.07
H -1.190 2.035 -2.717 0.16
H -3.221 3.206 -2.473 0.29
H -2.532 4.244 -1.206 0.37
H -4.815 1.922 0.918 0.56
H -6.043 0.617 2.584 0.44
H -5.046 -1.451 3.518 0.48
H -2.818 -2.171 2.788 0.40
H -1.165 -3.253 -0.718 0.43
H -1.116 -5.696 -0.403 0.47
H -0.658 -6.646 1.832 0.45
H -0.270 -5.154 3.761 0.46
H -0.336 -2.714 3.473 0.50
H -0.946 1.597 2.227 0.25
H 0.604 2.869 3.652 0.48
H 2.706 1.834 4.423 0.54
H 3.269 -0.483 3.771 0.50
H 1.732 -1.774 2.359 0.33
Br 0.027 0.980 -5.486 -0.10
C 1.039 -0.331 -4.615 -0.12
C 1.935 -1.144 -5.348 -0.36
C 2.681 -2.107 -4.725 -0.13
Br 3.850 -3.168 -5.738 -0.14
C 2.578 -2.306 -3.317 0.40
C 3.276 -3.261 -2.553 -0.50
C 3.053 -3.341 -1.198 -1.48
C 2.142 -2.473 -0.593 0.39
N 1.486 -1.539 -1.271 0.13
C 1.692 -1.474 -2.624 0.07
C 0.919 -0.505 -3.266 0.55
O 0.100 0.205 -2.450 -0.75
H 2.022 -0.997 -6.415 0.46
H 3.972 -3.933 -3.039 0.40
H 3.567 -4.070 -0.590 0.48
H 1.938 -2.541 0.465 0.32
N 4.197 3.702 3.014 -0.40
C 3.882 3.285 1.989 0.42
N 3.525 2.798 0.806 -0.56
C 2.670 2.008 0.468 0.98
N 1.905 1.221 -0.027 -0.72
```

spin multiplicity: 1
frontier orbital gap (alpha / beta): 0.2465 / 0.2465 Ha
molar mass: 925.264 g mol⁻¹
ΔE to the lowest compared entry with this formula, charge and spin: 1.1 kcal per mole
net charge: +2
electronic energy: -199481.709 eV